Density functional theory data (ωB97M-V/def2-TZVPD) for 15 unconnected molecules or ions with the total composition C60H114F6O43 in a non-equilibrium geometry.

Last columns: bonded neighbours and bond lengths (Å).
CARTESIAN COORDINATES (ANGSTROEM)
1 C 1.770 1.017 0.937  C2 1.485, H8 1.090, H9 1.090, H10 1.090
2 C 1.604 0.984 2.413  C1 1.485, O3 1.444, H11 1.090, H12 1.090
3 O 0.813 -0.186 2.715  C2 1.444, C4 1.367
4 C -0.551 -0.129 2.641  O3 1.367, O5 1.230, O6 1.339
5 O -1.177 0.773 2.088  C4 1.230
6 O -1.031 -1.193 3.295  C4 1.339, C7 1.519
7 C -2.533 -1.415 3.308  O6 1.519, H13 1.090, H14 1.090, H15 1.090
8 H 2.298 0.146 0.550  C1 1.090
9 H 2.253 1.941 0.619  C1 1.090
10 H 0.820 1.036 0.403  C1 1.090
11 H 1.063 1.827 2.843  C2 1.090
12 H 2.541 0.883 2.961  C2 1.090
13 H -2.799 -2.353 3.795  C7 1.090
14 H -3.000 -1.637 2.348  C7 1.090
15 H -3.131 -0.615 3.743  C7 1.090
16 C -4.364 13.483 -2.052  C17 1.577, H23 1.090, H24 1.090, H25 1.090
17 C -2.996 12.702 -1.969  C16 1.577, O18 1.456, H26 1.090, H27 1.090
18 O -3.142 11.550 -1.091  C17 1.456, C19 1.298
19 C -2.272 11.169 -0.207  O18 1.298, O20 1.235, O21 1.331
20 O -1.126 11.604 -0.056  C19 1.235
21 O -2.852 10.184 0.475  C19 1.331, C22 1.457
22 C -2.070 9.631 1.573  O21 1.457, H28 1.090, H29 1.090, H30 1.090
23 H -4.336 14.273 -2.802  C16 1.090
24 H -4.611 13.942 -1.095  C16 1.090
25 H -5.208 12.826 -2.263  C16 1.090
26 H -2.231 13.387 -1.604  C17 1.090
27 H -2.621 12.442 -2.959  C17 1.090
28 H -2.546 8.788 2.073  C22 1.090
29 H -1.766 10.361 2.323  C22 1.090
30 H -1.152 9.191 1.184  C22 1.090
31 C -5.645 -14.919 0.727  C32 1.497, H38 1.090, H39 1.090, H40 1.090
32 C -5.311 -13.461 0.782  C31 1.497, O33 1.381, H41 1.090, H42 1.090
33 O -4.400 -13.243 1.797  C32 1.381, C34 1.330
34 C -3.840 -12.054 1.994  O33 1.330, O35 1.224, O36 1.355
35 O -3.868 -11.162 1.156  C34 1.224
36 O -3.151 -12.064 3.161  C34 1.355, C37 1.374
37 C -2.574 -10.920 3.658  O36 1.374, H43 1.090, H44 1.090, H45 1.090
38 H -6.031 -15.235 -0.242  C31 1.090
39 H -6.361 -15.213 1.494  C31 1.090
40 H -4.743 -15.488 0.955  C31 1.090
41 H -6.205 -12.839 0.827  C32 1.090
42 H -4.850 -13.272 -0.188  C32 1.090
43 H -1.987 -11.252 4.514  C37 1.090
44 H -3.482 -10.370 3.905  C37 1.090
45 H -1.941 -10.299 3.024  C37 1.090
46 C 2.387 -5.342 -1.829  C47 1.535, H53 1.090, H54 1.090, H55 1.090
47 C 3.763 -5.745 -1.280  C46 1.535, O48 1.416, H56 1.090, H57 1.090
48 O 4.714 -6.222 -2.215  C47 1.416, C49 1.353
49 C 5.392 -5.353 -3.000  O48 1.353, O50 1.213, O51 1.346
50 O 5.429 -4.147 -2.884  C49 1.213
51 O 6.099 -6.019 -3.932  C49 1.346, C52 1.429
52 C 6.977 -5.238 -4.745  O51 1.429, H58 1.090, H59 1.090, H60 1.090
53 H 1.636 -5.099 -1.076  C46 1.090
54 H 1.957 -6.275 -2.193  C46 1.090
55 H 2.520 -4.517 -2.529  C46 1.090
56 H 3.648 -6.523 -0.525  C47 1.090
57 H 4.336 -4.926 -0.847  C47 1.090
58 H 7.689 -5.863 -5.284  C52 1.090
59 H 7.667 -4.626 -4.164  C52 1.090
60 H 6.361 -4.730 -5.487  C52 1.090
61 C -0.965 4.048 -12.037  C62 1.520, H68 1.090, H69 1.090, H70 1.090
62 C 0.476 4.134 -11.562  C61 1.520, O63 1.439, H71 1.090, H72 1.090
63 O 0.694 3.693 -10.210  C62 1.439, C64 1.329
64 C 1.083 2.433 -10.043  O63 1.329, O65 1.232, O66 1.313
65 O 0.799 1.468 -10.753  C64 1.232
66 O 1.731 2.396 -8.902  C64 1.313, C67 1.418
67 C 2.207 1.170 -8.372  O66 1.418, H73 1.090, H74 1.090, H75 1.090
68 H -1.694 4.581 -11.426  C61 1.090
69 H -1.397 3.048 -12.066  C61 1.090
70 H -1.073 4.428 -13.054  C61 1.090
71 H 0.878 5.134 -11.723  C62 1.090
72 H 1.045 3.568 -12.299  C62 1.090
73 H 2.901 0.683 -9.057  C67 1.090
74 H 1.452 0.449 -8.059  C67 1.090
75 H 2.768 1.306 -7.447  C67 1.090
76 C -11.516 0.183 8.003  C77 1.562, H83 1.090, H84 1.090, H85 1.090
77 C -10.708 -1.111 8.336  C76 1.562, O78 1.379, H86 1.090, H87 1.090
78 O -11.702 -1.907 8.864  C77 1.379, C79 1.325
79 C -11.340 -3.051 9.429  O78 1.325, O80 1.230, O81 1.328
80 O -10.226 -3.472 9.737  C79 1.230
81 O -12.465 -3.558 9.919  C79 1.328, C82 1.410
82 C -12.532 -4.623 10.841  O81 1.410, H88 1.090, H89 1.090, H90 1.090
83 H -11.843 0.613 8.950  C76 1.090
84 H -12.455 -0.059 7.505  C76 1.090
85 H -10.952 0.902 7.410  C76 1.090
86 H -9.938 -0.866 9.068  C77 1.090
87 H -10.297 -1.418 7.375  C77 1.090
88 H -12.140 -5.518 10.357  C82 1.090
89 H -13.571 -4.796 11.121  C82 1.090
90 H -11.894 -4.525 11.719  C82 1.090
91 C 5.209 7.229 -6.378  C92 1.504, H98 1.090, H99 1.090, H100 1.090
92 C 3.902 7.971 -6.317  C91 1.504, O93 1.416, H101 1.090, H102 1.090
93 O 2.916 7.390 -5.484  C92 1.416, C94 1.324
94 C 2.768 7.658 -4.195  O93 1.324, O95 1.261, O96 1.366
95 O 3.400 8.545 -3.559  C94 1.261
96 O 1.783 6.901 -3.626  C94 1.366, C97 1.379
97 C 0.934 6.137 -4.400  O96 1.379, H103 1.090, H104 1.090, H105 1.090
98 H 4.985 6.208 -6.688  C91 1.090
99 H 5.596 6.996 -5.386  C91 1.090
100 H 6.042 7.738 -6.863  C91 1.090
101 H 3.508 8.066 -7.328  C92 1.090
102 H 4.197 8.992 -6.074  C92 1.090
103 H 1.522 5.387 -4.930  C97 1.090
104 H 0.552 6.647 -5.284  C97 1.090
105 H 0.116 5.728 -3.808  C97 1.090
106 C -13.151 -1.300 -0.088  C107 1.456, H113 1.090, H114 1.090, H115 1.090
107 C -12.972 -0.670 1.213  C106 1.456, O108 1.432, H116 1.090, H117 1.090
108 O -12.179 0.516 1.087  C107 1.432, C109 1.360
109 C -10.825 0.521 1.211  O108 1.360, O110 1.250, O111 1.335
110 O -10.178 -0.533 1.397  C109 1.250
111 O -10.352 1.755 1.030  C109 1.335, C112 1.423
112 C -8.943 1.958 1.029  O111 1.423, H118 1.090, H119 1.090, H120 1.090
113 H -12.376 -2.037 -0.298  C106 1.090
114 H -13.354 -0.588 -0.888  C106 1.090
115 H -14.065 -1.894 -0.113  C106 1.090
116 H -12.578 -1.425 1.893  C107 1.090
117 H -13.890 -0.351 1.708  C107 1.090
118 H -8.342 1.088 0.764  C112 1.090
119 H -8.561 2.137 2.033  C112 1.090
120 H -8.768 2.783 0.339  C112 1.090
121 C 5.008 -6.692 6.633  C122 1.522, H128 1.090, H129 1.090, H130 1.090
122 C 4.363 -7.508 7.743  C121 1.522, O123 1.387, H131 1.090, H132 1.090
123 O 5.295 -8.466 8.115  C122 1.387, C124 1.363
124 C 5.283 -9.690 7.516  O123 1.363, O125 1.225, O126 1.345
125 O 4.503 -10.034 6.637  C124 1.225
126 O 6.259 -10.422 8.082  C124 1.345, C127 1.398
127 C 6.428 -11.791 7.855  O126 1.398, H133 1.090, H134 1.090, H135 1.090
128 H 5.361 -7.340 5.831  C121 1.090
129 H 5.826 -6.088 7.026  C121 1.090
130 H 4.171 -6.023 6.434  C121 1.090
131 H 3.389 -7.922 7.483  C122 1.090
132 H 4.114 -6.870 8.592  C122 1.090
133 H 6.342 -11.970 6.783  C127 1.090
134 H 5.701 -12.383 8.412  C127 1.090
135 H 7.398 -12.151 8.200  C127 1.090
136 C 8.608 13.076 -5.679  C137 1.536, H143 1.090, H144 1.090, H145 1.090
137 C 9.770 12.974 -4.680  C136 1.536, O138 1.416, H146 1.090, H147 1.090
138 O 9.909 11.648 -4.201  C137 1.416, C139 1.361
139 C 9.097 11.270 -3.176  O138 1.361, O140 1.238, O141 1.318
140 O 8.143 11.916 -2.725  C139 1.238
141 O 9.599 10.172 -2.647  C139 1.318, C142 1.467
142 C 8.944 9.581 -1.475  O141 1.467, H148 1.090, H149 1.090, H150 1.090
143 H 7.629 12.939 -5.221  C136 1.090
144 H 8.696 12.331 -6.470  C136 1.090
145 H 8.570 14.075 -6.112  C136 1.090
146 H 9.569 13.641 -3.842  C137 1.090
147 H 10.741 13.278 -5.070  C137 1.090
148 H 8.781 10.330 -0.700  C142 1.090
149 H 9.587 8.830 -1.017  C142 1.090
150 H 8.055 9.087 -1.866  C142 1.090
151 C -2.206 -4.752 10.269  C152 1.544, H158 1.090, H159 1.090, H160 1.090
152 C -1.447 -3.672 11.069  C151 1.544, O153 1.435, H161 1.090, H162 1.090
153 O -1.101 -2.634 10.141  C152 1.435, C154 1.372
154 C -0.148 -1.700 10.459  O153 1.372, O155 1.248, O156 1.346
155 O 0.576 -1.687 11.476  C154 1.248
156 O 0.015 -0.937 9.362  C154 1.346, C157 1.473
157 C 0.939 0.210 9.392  O156 1.473, H163 1.090, H164 1.090, H165 1.090
158 H -1.627 -5.250 9.491  C151 1.090
159 H -3.159 -4.444 9.838  C151 1.090
160 H -2.425 -5.558 10.969  C151 1.090
161 H -0.568 -4.091 11.559  C152 1.090
162 H -2.092 -3.213 11.819  C152 1.090
163 H 1.688 -0.104 8.664  C157 1.090
164 H 1.495 0.346 10.319  C157 1.090
165 H 0.528 1.150 9.024  C157 1.090
166 C 12.609 -1.050 -10.771  C167 1.522, H173 1.090, H174 1.090, H175 1.090
167 C 12.100 0.206 -10.078  C166 1.522, O168 1.421, H176 1.090, H177 1.090
168 O 11.947 -0.097 -8.698  C167 1.421, C169 1.341
169 C 11.017 0.535 -7.967  O168 1.341, O170 1.228, O171 1.320
170 O 10.001 1.045 -8.432  C169 1.228
171 O 11.336 0.473 -6.688  C169 1.320, C172 1.449
172 C 10.458 1.111 -5.727  O171 1.449, H178 1.090, H179 1.090, H180 1.090
173 H 11.860 -1.841 -10.807  C166 1.090
174 H 13.542 -1.371 -10.308  C166 1.090
175 H 12.906 -0.786 -11.785  C166 1.090
176 H 11.166 0.525 -10.541  C167 1.090
177 H 12.819 1.019 -10.180  C167 1.090
178 H 9.924 1.970 -6.134  C172 1.090
179 H 10.918 1.499 -4.818  C172 1.090
180 H 9.664 0.390 -5.535  C172 1.090
181 C 12.023 3.831 5.105  C182 1.527, H188 1.090, H189 1.090, H190 1.090
182 C 11.000 2.861 4.518  C181 1.527, O183 1.434, H191 1.090, H192 1.090
183 O 11.639 1.712 3.945  C182 1.434, C184 1.347
184 C 10.936 0.644 3.523  O183 1.347, O185 1.235, O186 1.338
185 O 9.707 0.631 3.396  C184 1.235
186 O 11.774 -0.326 3.139  C184 1.338, C187 1.413
187 C 11.321 -1.435 2.390  O186 1.413, H193 1.090, H194 1.090, H195 1.090
188 H 11.680 4.598 5.799  C181 1.090
189 H 12.467 4.379 4.274  C181 1.090
190 H 12.849 3.353 5.631  C181 1.090
191 H 10.429 3.475 3.822  C182 1.090
192 H 10.338 2.582 5.339  C182 1.090
193 H 11.628 -1.463 1.344  C187 1.090
194 H 10.257 -1.615 2.544  C187 1.090
195 H 11.827 -2.287 2.842  C187 1.090
196 C -8.011 -5.940 -1.063  C197 1.530, H205 1.090, H206 1.090, H207 1.090
197 C -9.197 -6.853 -0.750  C196 1.530, O198 1.409, H208 1.090, H209 1.090
198 O -9.479 -6.686 0.620  C197 1.409, C199 1.339
199 C -10.587 -7.211 1.159  O198 1.339, O200 1.225, C201 1.561
200 O -11.484 -7.766 0.536  C199 1.225
201 C -10.619 -7.135 2.718  C199 1.561, F202 1.289, F203 1.317, F204 1.304
202 F -11.025 -8.305 3.076  C201 1.289
203 F -9.433 -6.846 3.212  C201 1.317
204 F -11.530 -6.262 3.048  C201 1.304
205 H -8.006 -4.868 -0.865  C196 1.090
206 H -7.946 -5.870 -2.149  C196 1.090
207 H -7.199 -6.354 -0.466  C196 1.090
208 H -8.846 -7.878 -0.874  C197 1.090
209 H -10.022 -6.698 -1.445  C197 1.090
210 C -5.066 1.217 -5.044  C211 1.560, H219 1.090, H220 1.090, H221 1.090
211 C -6.504 1.789 -4.846  C210 1.560, O212 1.430, H222 1.090, H223 1.090
212 O -6.372 3.206 -4.996  C211 1.430, C213 1.368
213 C -7.475 3.999 -5.158  O212 1.368, O214 1.281, C215 1.564
214 O -8.711 3.666 -5.156  C213 1.281
215 C -7.154 5.515 -5.366  C213 1.564, F216 1.358, F217 1.332, F218 1.360
216 F -5.816 5.718 -5.468  C215 1.358
217 F -7.682 6.039 -6.471  C215 1.332
218 F -7.585 6.140 -4.237  C215 1.360
219 H -4.613 1.541 -5.981  C210 1.090
220 H -4.940 0.135 -5.080  C210 1.090
221 H -4.384 1.609 -4.290  C210 1.090
222 H -6.940 1.553 -3.875  C211 1.090
223 H -7.175 1.437 -5.630  C211 1.090

Summary:
Spin multiplicity   1
Molar mass   1637.5 g/mol
Highest occupied orbital energy   -10.427 eV
Energy   -168410.7239 eV
Total charge   0
Largest force on an atom   5.9 eV Å⁻¹
Lowest unoccupied orbital energy   0.21 eV